C5H9FO | the ωB97M-V functional and the def2-TZVPD basis

Cartesian coordinates (Å):
1 C 1.19934 0.11295 0.28981
2 C 0.15786 0.80198 -0.46644
3 C 2.66818 0.44929 0.47043
4 C -2.07342 -1.05033 -0.57486
5 C -1.91633 0.04388 0.41648
6 O 0.80368 -0.35655 -1.01613
7 F -2.84739 1.01608 0.21518
8 H 0.70192 -0.40105 1.12852
9 H 0.11040 1.79114 -1.07320
10 H 3.09362 0.59781 -0.50283
11 H 3.21746 -0.34592 1.03819
12 H 2.68231 1.33092 1.04789
13 H -2.22843 -1.90748 -0.06011
14 H -1.09932 -0.99055 -1.01672
15 H -2.90517 -0.88216 -1.27514
16 H -1.56470 -0.21002 1.37893

Summary:
* multiplicity: 1
* LUMO (spin up / spin down): 1.04 / 1.04 eV
* energy above the lowest of the compared OMol25 structures with the same formula, charge and spin: 112.8 kcal/mol
* frontier orbital gap (spin up / spin down): 0.3369 / 0.3369 Eh
* highest occupied orbital energy (spin up / spin down): -8.12 / -8.12 eV